Entry 1:
DFT (the ωB97M-V functional and the def2-TZVPD basis) results for C55H56N3O3PSeTeTl as an isolated structure.

```
121
Properties=species:S:1:pos:R:3
Tl -0.13168 0.61017 -2.19425
C -4.36214 -4.39106 1.25488
C -4.64160 -3.16706 0.66076
C -3.70080 -2.55205 -0.15229
C -2.46585 -3.15648 -0.39779
C -2.19727 -4.38519 0.20201
C -3.13546 -4.99686 1.02476
P -1.31376 -2.23980 -1.51502
C 0.23641 -3.18340 -1.25320
C 0.81215 -3.16051 0.01772
C 2.01208 -3.80563 0.26844
C 2.67481 -4.46170 -0.76110
C 2.12705 -4.46431 -2.03515
C 0.91509 -3.83173 -2.28061
C -1.87549 -2.85635 -3.15366
C -2.72756 -3.91737 -3.31448
C -3.12875 -4.32280 -4.60743
C -2.65748 -3.66946 -5.71022
C -1.75230 -2.58617 -5.57958
C -1.21058 -1.92654 -6.71004
C -0.28811 -0.93310 -6.53182
C 0.11582 -0.54971 -5.22957
C -0.38777 -1.12096 -4.07920
C -1.34672 -2.16121 -4.28587
H -5.09343 -4.86705 1.89808
H -5.59149 -2.67625 0.83661
H -3.92868 -1.58979 -0.59775
H -1.24690 -4.87395 0.02589
H -2.90457 -5.95142 1.48393
H 0.31672 -2.62450 0.82051
H 2.43843 -3.77742 1.26411
H 3.62195 -4.95375 -0.57252
H 2.64879 -4.95420 -2.84891
H 0.50045 -3.82663 -3.27995
H -3.11413 -4.44702 -2.45251
H -3.81048 -5.15904 -4.71661
H -2.96239 -3.97982 -6.70554
H -1.53477 -2.22313 -7.70288
H 0.12476 -0.42244 -7.39778
H 0.85486 0.24951 -5.15443
O 2.53305 -0.78774 -1.50361
H 2.20212 -0.49486 -0.64358
H 2.79151 0.04595 -1.92868
N 3.75236 3.88138 -3.23929
C 2.88803 3.07530 -2.49054
N 2.07177 3.73931 -1.64823
O 2.88713 1.86334 -2.64953
H 4.05226 4.74079 -2.80969
H 4.49664 3.34187 -3.64920
H 2.00958 4.73889 -1.70605
H 1.33490 3.26324 -1.10860
C 4.60048 -2.62155 7.86953
C 4.00966 -2.09858 6.58614
C 3.07341 -1.07657 6.58772
C 2.52223 -0.58113 5.40685
C 1.51070 0.53447 5.52205
C 2.91784 -1.11297 4.16849
Te 1.91246 -0.34783 2.35331
N 0.84812 0.98757 0.64968
C 0.08641 2.01798 0.91862
O 0.09922 3.10340 0.27944
C -0.89186 1.86655 2.05634
C -1.01703 2.88036 2.99738
C -1.92904 2.76008 4.03670
C -2.74255 1.63721 4.12167
C -2.64382 0.63854 3.16059
C -1.71767 0.74983 2.13396
C 3.59732 0.80708 1.75361
C 4.56730 0.18783 0.96657
C 5.66190 0.88900 0.48298
C 5.78830 2.23849 0.77261
C 4.81001 2.86649 1.52497
C 3.70128 2.17697 2.01555
C 2.65070 2.95969 2.75353
C 3.85034 -2.16372 4.16149
C 4.33672 -2.82967 2.90183
C 4.38202 -2.63157 5.36291
H 4.17160 -2.11295 8.73380
H 5.68265 -2.47315 7.89650
H 4.41620 -3.69221 7.98403
H 2.75371 -0.65285 7.53572
H 1.27039 0.72241 6.57026
H 0.58492 0.31303 4.99111
H 1.89784 1.46051 5.09269
H -0.40231 3.76710 2.90016
H -2.01498 3.55048 4.77374
H -3.46209 1.54774 4.92735
H -3.29794 -0.22407 3.19961
H -1.64964 -0.00967 1.36467
H 4.44412 -0.84731 0.68966
H 6.39339 0.38541 -0.13716
H 6.63121 2.80592 0.39501
H 4.88871 3.93003 1.72815
H 3.11098 3.64857 3.46596
H 1.96156 2.30715 3.28664
H 2.05556 3.54191 2.04476
H 3.61809 -2.73060 2.09080
H 4.52156 -3.89186 3.07757
H 5.27437 -2.38056 2.56713
H 5.10258 -3.44558 5.33514
C -5.82402 6.30852 -3.62872
C -5.14157 5.04699 -3.16589
C -4.67394 4.91247 -1.86589
C -4.07011 3.74256 -1.41222
C -3.54726 3.68244 -0.00448
C -3.94773 2.63595 -2.27387
Se -3.27902 0.97252 -1.62268
C -4.36907 2.78220 -3.61047
C -4.20872 1.66731 -4.60858
C -4.96225 3.97054 -4.02525
H -5.74618 7.09315 -2.87366
H -6.88814 6.14237 -3.82279
H -5.38330 6.68981 -4.55388
H -4.76789 5.75026 -1.17874
H -3.56561 4.67439 0.45446
H -2.52491 3.30165 0.00734
H -4.13668 2.99507 0.60888
H -3.31760 1.07682 -4.39868
H -4.15336 2.06855 -5.62364
H -5.05150 0.97109 -4.55915
H -5.28665 4.05668 -5.06044
```

The value obtained for the frontier orbital gap (alpha / beta) is 4.80 / 4.82 eV. As for the net charge: -2. Its expectation value of S² is 0.761. The calculation puts the max |F| at 0.0147 Eh/bohr. The multiplicity is 2.

***

Entry 2:
DFT (the ωB97M-V functional and the def2-TZVPD basis) results for a 4-piece molecular cluster, C6H15BFNO17S4 overall at a distorted geometry.

```
45
Properties=species:S:1:pos:R:3
O 7.32885 1.46051 -1.58530
S 6.08884 0.89487 -2.16451
O 6.17023 -0.57640 -2.21586
F 5.93412 1.58252 -3.63453
N 4.80356 1.45109 -1.17358
O 4.78422 2.84155 -1.35765
B 3.44560 0.95366 -1.63698
O 2.93498 -0.33306 -1.45449
O 2.59534 1.88900 -2.27212
H 5.07282 3.20957 -0.51301
H 3.33098 -0.78284 -0.68718
H 2.50360 1.62264 -3.19049
C -1.37554 0.41475 -2.19028
C -2.60833 0.39703 -1.30777
O -2.12663 0.72350 -0.00048
S -0.86847 1.73099 -0.13232
O -1.33967 3.06572 0.05176
O 0.21974 1.18956 0.61596
O -0.58636 1.50691 -1.70831
H -0.79298 -0.50298 -2.07836
H -1.62286 0.56054 -3.23949
H -3.10403 -0.57094 -1.30168
H -3.32145 1.16777 -1.61009
C -6.28050 -0.44835 1.19506
C -7.18658 0.67221 0.71937
O -7.09878 0.63076 -0.70810
S -6.88318 -0.89809 -1.18451
O -8.14674 -1.44111 -1.56190
O -5.74279 -0.94327 -2.04160
O -6.47723 -1.50980 0.25502
H -5.22967 -0.14970 1.16042
H -6.52890 -0.78269 2.19992
H -6.87604 1.64530 1.09246
H -8.22608 0.48871 1.00196
C 3.05935 -3.00374 3.14378
C 2.33996 -1.68117 3.33795
O 3.38422 -0.70694 3.41824
S 4.61866 -1.17158 2.48679
O 4.51360 -0.50037 1.22876
O 5.80886 -1.14698 3.26826
O 4.15752 -2.70515 2.27609
H 3.46114 -3.37932 4.08761
H 2.41895 -3.76057 2.69598
H 1.73361 -1.66501 4.24033
H 1.71409 -1.43910 2.47487
```

The value obtained for the frontier orbital gap is 11.18 eV. The calculation puts the max |F| at 0.1238 Eh/bohr. Its SMILES is O=S(=O)(F)N(O)B(O)O.O=S1(=O)OCCO1.O=S1(=O)OCCO1.O=S1(=O)OCCO1.

***

Entry 3:
DFT (the ωB97M-V functional and the def2-TZVPD basis) results for one molecule with the formula C4H8S3 at a distorted geometry.

```
15
Properties=species:S:1:pos:R:3
C -1.47335 -1.82227 -0.88593
C -0.03335 -1.65951 -1.24609
C 0.65189 0.00707 1.25447
C 0.87340 2.86410 0.77150
H -2.26090 -2.39609 -1.70742
H -1.74150 -2.30162 0.15400
H -1.89040 -0.81410 -0.63610
H 0.15925 -0.77168 -1.75546
H 0.32805 -2.47759 -1.93817
H 0.25539 2.87928 1.66249
H 2.08054 3.12553 0.96394
H 0.81734 3.74721 0.14510
S 0.49280 -1.73345 0.58218
S 1.17444 0.16647 2.71969
S 0.56641 1.18663 -0.08420
```

The value obtained for the frontier orbital gap is 8.46 eV. The calculation puts the max |F| at 0.1105 Eh/bohr.

***

Number 1: DFT total energy -5702.77520 Eh. Number 2: DFT total energy -3288.88242 Eh. Number 3: DFT total energy -1351.66000 Eh.